The following is a DFT calculation (ωB97M-V with the def2-TZVPD basis set) of a cluster of 4 separate species, C50H40NO10 in total in a non-equilibrium geometry.

The total charge is -1. For the total energy, the calculation gives -2736.6288 hartree. Its HOMO energy is -4.5 eV. As for the gap between HOMO and LUMO: 4.8 eV.

Structure (XYZ):
```
101
Properties=species:S:1:pos:R:3:lowdin_charge:R:1
C 5.794 0.473 -2.185 -0.13
O 5.080 1.442 -1.459 -0.19
C 5.036 2.730 -2.060 -0.24
C 3.682 3.005 -2.695 -0.18
C 2.579 3.271 -1.674 -0.20
C 1.163 2.920 -2.179 -0.20
C 0.700 1.545 -1.712 -0.13
C -0.767 1.158 -1.950 -0.49
N -1.647 1.748 -0.912 0.10
O -0.889 -0.268 -1.875 -0.03
C -1.333 1.625 -3.347 -0.72
O -1.714 0.721 -4.091 -0.02
O -1.295 2.836 -3.488 -0.02
H 5.279 0.202 -3.114 0.09
H 6.804 0.817 -2.430 0.08
H 5.865 -0.418 -1.563 0.08
H 5.834 2.822 -2.806 0.11
H 5.233 3.457 -1.266 0.10
H 3.791 3.863 -3.368 0.11
H 3.423 2.148 -3.322 0.12
H 2.800 2.693 -0.773 0.10
H 2.626 4.320 -1.372 0.10
H 0.440 3.673 -1.879 0.10
H 1.163 2.928 -3.269 0.11
H 0.873 1.490 -0.629 0.11
H 1.320 0.777 -2.182 0.12
H -1.772 1.052 -0.186 0.06
H -1.217 2.564 -0.492 0.06
H -0.340 -0.553 -1.131 0.08
C 8.208 5.122 1.731 -0.06
C 8.672 5.667 2.924 -0.06
C 7.792 5.929 3.959 -0.01
C 6.439 5.651 3.805 -0.08
C 5.973 5.114 2.604 -0.08
C 6.861 4.846 1.571 0.00
C 4.523 4.824 2.400 -0.27
O 4.116 4.355 1.362 0.12
C 3.590 5.140 3.520 -0.08
C 2.232 4.907 3.343 0.01
C 1.347 5.183 4.370 -0.05
C 1.815 5.689 5.579 -0.06
C 3.167 5.924 5.759 -0.01
C 4.060 5.653 4.731 -0.09
C 5.511 5.926 4.941 -0.28
O 5.925 6.354 5.998 0.10
H 8.899 4.912 0.926 0.11
H 9.725 5.885 3.045 0.10
H 8.138 6.345 4.895 0.12
H 6.484 4.421 0.651 0.11
H 1.886 4.508 2.400 0.12
H 0.290 5.002 4.231 0.11
H 1.120 5.900 6.381 0.11
H 3.545 6.318 6.692 0.12
C -6.663 -7.088 -4.078 -0.07
C -5.860 -6.816 -5.181 -0.07
C -5.200 -5.604 -5.277 -0.01
C -5.341 -4.654 -4.274 -0.08
C -6.151 -4.924 -3.172 -0.08
C -6.808 -6.145 -3.077 -0.01
C -6.337 -3.913 -2.085 -0.28
O -7.038 -4.173 -1.127 0.09
C -5.643 -2.611 -2.233 -0.10
C -5.823 -1.649 -1.250 -0.02
C -5.167 -0.431 -1.349 -0.05
C -4.324 -0.169 -2.420 -0.03
C -4.137 -1.122 -3.412 0.02
C -4.801 -2.341 -3.328 -0.09
C -4.600 -3.354 -4.398 -0.28
O -3.861 -3.173 -5.341 0.11
H -7.175 -8.039 -4.001 0.10
H -5.750 -7.554 -5.966 0.10
H -4.567 -5.376 -6.123 0.12
H -7.427 -6.337 -2.212 0.12
H -6.461 -1.871 -0.406 0.12
H -5.294 0.313 -0.573 0.11
H -3.794 0.769 -2.487 0.10
H -3.472 -0.897 -4.235 0.11
C -0.830 -4.620 -1.450 -0.05
C -1.665 -3.523 -1.623 -0.03
C -2.299 -2.957 -0.532 0.01
C -2.111 -3.488 0.737 -0.07
C -1.284 -4.606 0.908 -0.09
C -0.643 -5.163 -0.190 -0.01
C -1.082 -5.220 2.247 -0.28
O -0.359 -6.182 2.408 0.09
C -1.807 -4.613 3.404 -0.08
C -1.669 -5.187 4.661 -0.01
C -2.322 -4.635 5.749 -0.07
C -3.115 -3.504 5.587 -0.07
C -3.257 -2.929 4.336 -0.01
C -2.607 -3.482 3.240 -0.08
C -2.790 -2.848 1.897 -0.27
O -3.461 -1.847 1.775 0.11
H -0.324 -5.051 -2.304 0.11
H -1.812 -3.092 -2.605 0.12
H -2.937 -2.095 -0.666 0.11
H 0.000 -6.020 -0.042 0.12
H -1.045 -6.063 4.770 0.12
H -2.215 -5.086 6.727 0.10
H -3.623 -3.072 6.439 0.10
H -3.870 -2.051 4.191 0.12
```

The following is a DFT calculation (ωB97M-V with the def2-TZVPD basis set) of a structure of composition C50H41AsClCrN2O4PS3Sb in a non-equilibrium geometry.

Its spin multiplicity is 6. The total charge is -2. For the total energy, the calculation gives -7857.1716 hartree. Its HOMO energy (alpha / beta) is -0.7 / -1.5 eV. As for the gap between HOMO and LUMO (alpha / beta): 4.6 / 5.5 eV. Its expectation value of S² is 8.787. For the energy above the lowest of the compared OMol25 structures with the same formula, charge and spin, the calculation gives 0.000 eV.

Structure (XYZ):
```
105
Properties=species:S:1:pos:R:3:mulliken_spin:R:1
Cr -0.332 0.177 0.050 3.86
O 5.126 2.710 -0.847 0.00
C 5.438 1.795 0.053 0.00
O 6.483 1.865 0.675 0.00
C 4.491 0.681 0.254 0.00
C 4.744 -0.460 1.014 0.00
Cl 6.202 -0.798 1.825 0.00
N 3.628 -1.265 1.007 0.01
N 2.659 -0.662 0.261 -0.14
C 3.155 0.502 -0.186 0.05
C 2.276 1.417 -0.937 0.01
O 2.772 2.321 -1.663 0.02
O 1.030 1.274 -0.783 -0.03
C 3.330 -2.444 1.670 0.01
C 1.986 -2.866 1.709 -0.03
C 1.624 -3.991 2.413 0.00
C 2.583 -4.755 3.070 0.00
C 3.916 -4.369 2.998 0.00
C 4.296 -3.239 2.308 0.00
H 4.180 2.576 -1.247 0.00
H 1.239 -2.282 1.187 0.08
H 0.584 -4.288 2.431 0.00
H 2.304 -5.645 3.619 0.00
H 4.681 -4.964 3.484 0.00
H 5.340 -2.983 2.267 0.00
S -3.099 -0.355 -2.545 0.11
Sb -3.649 -1.799 -0.630 0.77
S -1.522 -1.670 0.494 0.09
S -1.230 0.330 -2.208 0.03
C -3.516 0.674 2.729 0.01
C -3.994 1.240 1.428 0.08
C -5.320 1.054 1.052 0.03
C -5.814 1.517 -0.156 0.00
C -4.964 2.160 -1.043 0.02
C -3.643 2.341 -0.693 0.00
C -3.150 1.935 0.554 -0.08
P -1.369 2.291 0.743 -0.04
C -1.420 4.129 0.562 0.04
C -2.615 4.854 0.576 0.01
C -2.618 6.231 0.480 0.00
C -1.423 6.926 0.388 0.01
C -0.230 6.218 0.392 0.00
C -0.209 4.835 0.464 -0.02
C 1.098 4.117 0.442 0.01
C -0.930 2.322 2.518 0.03
C -1.289 3.371 3.358 -0.01
C -0.839 3.410 4.663 0.00
C -0.026 2.392 5.136 0.00
C 0.320 1.341 4.311 0.00
C -0.113 1.289 2.985 0.00
C 0.339 0.212 2.069 -0.08
H -4.315 0.103 3.202 0.00
H -3.195 1.459 3.414 0.00
H -2.666 0.010 2.547 0.02
H -5.978 0.520 1.728 0.00
H -6.856 1.368 -0.406 0.00
H -5.322 2.502 -2.004 0.00
H -2.953 2.816 -1.383 0.00
H -3.556 4.340 0.695 0.00
H -3.556 6.770 0.501 0.00
H -1.417 8.006 0.329 0.00
H 0.715 6.746 0.345 0.00
H 1.914 4.761 0.770 0.00
H 1.317 3.780 -0.573 0.00
H 1.069 3.236 1.085 0.01
H -1.918 4.162 2.981 0.00
H -1.114 4.240 5.300 0.00
H 0.349 2.435 6.149 0.00
H 0.958 0.546 4.678 0.00
H 0.252 -0.742 2.612 0.00
H 1.421 0.374 1.959 0.02
C 0.021 -6.675 -0.208 0.01
C 1.278 -6.114 -0.064 0.00
C 1.536 -4.849 -0.558 0.00
C 0.555 -4.121 -1.228 -0.02
C -0.718 -4.675 -1.306 -0.01
C -0.982 -5.941 -0.815 -0.02
As 0.980 -2.298 -1.876 0.03
C 2.840 -2.681 -2.435 0.04
C 3.720 -1.607 -2.504 0.00
C 5.045 -1.783 -2.861 0.00
C 5.508 -3.045 -3.195 0.00
C 4.632 -4.118 -3.186 0.00
C 3.313 -3.936 -2.810 0.00
C 0.266 -2.444 -3.726 0.00
C 1.093 -2.145 -4.808 0.00
C 0.615 -2.146 -6.105 0.00
C -0.720 -2.413 -6.355 0.00
C -1.567 -2.669 -5.291 0.01
C -1.078 -2.685 -3.997 -0.04
H -0.179 -7.669 0.168 0.00
H 2.065 -6.654 0.445 0.00
H 2.515 -4.412 -0.407 0.00
H -1.540 -4.114 -1.730 0.02
H -1.980 -6.349 -0.905 0.01
H 3.354 -0.613 -2.277 0.00
H 5.716 -0.935 -2.890 0.00
H 6.544 -3.187 -3.473 0.00
H 4.979 -5.103 -3.478 0.00
H 2.634 -4.781 -2.819 0.00
H 2.136 -1.900 -4.637 0.00
H 1.289 -1.917 -6.922 0.00
H -1.096 -2.399 -7.371 0.00
H -2.621 -2.845 -5.460 0.00
H -1.785 -2.845 -3.192 0.05
```

The following is a DFT calculation (ωB97M-V with the def2-TZVPD basis set) of a structure of composition C50H41F5HfN3OP2S2 in a non-equilibrium geometry.

The total charge is +3. For the total energy, the calculation gives -4195.0727 hartree. Its HOMO energy is -15.3 eV. As for the gap between HOMO and LUMO: 6.4 eV. For the energy above the lowest of the compared OMol25 structures with the same formula, charge and spin, the calculation gives 0.151 eV.

Structure (XYZ):
```
105
Properties=species:S:1:pos:R:3:lowdin_charge:R:1
Hf 0.435 0.118 0.057 1.43
F -1.354 -4.895 -4.269 0.19
C -0.730 -3.846 -3.780 -0.12
C -1.100 -3.324 -2.552 -0.13
F -2.070 -3.872 -1.837 0.16
C -0.431 -2.216 -2.082 -0.19
F -0.831 -1.738 -0.847 -0.02
C 0.595 -1.582 -2.754 -0.47
S 1.462 -0.137 -2.193 0.74
C 0.951 -2.139 -3.979 -0.24
F 1.933 -1.592 -4.681 0.12
C 0.310 -3.257 -4.485 -0.13
F 0.687 -3.767 -5.639 0.18
N 0.926 2.156 2.555 -0.36
P -0.383 2.355 1.482 0.92
C -1.440 3.598 2.215 -0.37
C -2.777 3.321 2.496 -0.08
C -3.551 4.274 3.142 -0.04
C -2.987 5.487 3.509 -0.03
C -1.653 5.765 3.224 -0.04
C -0.873 4.827 2.571 -0.09
C 0.433 3.143 0.049 -0.38
C 1.624 2.580 -0.432 -0.23
C 2.259 3.096 -1.560 -0.06
C 1.681 4.155 -2.233 -0.02
C 0.478 4.700 -1.783 -0.01
C -0.151 4.194 -0.655 -0.06
P 1.574 0.583 2.508 0.89
C 1.215 -0.100 4.125 -0.37
C 2.109 0.074 5.179 -0.06
C 1.749 -0.358 6.449 -0.04
C 0.522 -0.973 6.657 -0.03
C -0.362 -1.165 5.600 -0.05
C -0.019 -0.724 4.333 -0.12
C 3.354 0.833 2.365 -0.39
C 4.146 -0.275 2.045 -0.09
C 5.519 -0.132 1.916 -0.05
C 6.106 1.110 2.119 -0.04
C 5.323 2.211 2.441 -0.04
C 3.945 2.081 2.555 -0.08
H 0.936 2.685 3.422 0.09
H -3.209 2.367 2.219 0.09
H -4.589 4.067 3.369 0.12
H -3.588 6.225 4.023 0.13
H -1.223 6.715 3.512 0.12
H 0.162 5.048 2.332 0.12
H 2.165 1.822 0.151 0.05
H 3.205 2.687 -1.893 0.13
H 2.170 4.566 -3.106 0.13
H 0.039 5.538 -2.309 0.13
H -1.076 4.633 -0.302 0.12
H 3.074 0.538 5.015 0.11
H 2.432 -0.215 7.277 0.12
H 0.251 -1.305 7.651 0.12
H -1.310 -1.659 5.768 0.12
H -0.707 -0.867 3.505 0.10
H 3.693 -1.255 1.925 0.09
H 6.132 -0.986 1.659 0.12
H 7.178 1.223 2.026 0.12
H 5.787 3.174 2.614 0.12
H 3.337 2.949 2.779 0.10
C 4.973 -6.906 2.123 0.00
C 4.089 -5.856 1.543 -0.18
C 4.228 -5.469 0.203 0.03
C 3.515 -4.421 -0.320 -0.15
C 3.671 -4.086 -1.783 -0.01
C 2.612 -3.701 0.547 -0.10
C 2.102 -2.522 0.037 -0.15
O 1.287 -1.688 0.596 -0.30
C 2.364 -4.186 1.881 -0.15
C 1.327 -3.573 2.773 -0.01
C 3.116 -5.231 2.342 0.03
H 5.407 -7.547 1.360 0.10
H 4.449 -7.513 2.860 0.10
H 5.797 -6.411 2.648 0.12
H 4.917 -6.013 -0.431 0.14
H 4.072 -3.082 -1.943 0.10
H 2.712 -4.158 -2.301 0.09
H 4.358 -4.783 -2.256 0.10
H 2.479 -2.212 -0.934 0.08
H 0.331 -3.693 2.340 0.11
H 1.498 -2.507 2.909 0.05
H 1.337 -4.045 3.753 0.10
H 2.958 -5.597 3.350 0.14
S -5.479 2.551 -2.019 1.12
C -3.935 1.847 -1.725 -0.48
C -2.818 1.863 -2.567 -0.02
C -1.622 1.350 -2.129 -0.11
N -1.457 0.788 -0.914 -0.16
C -2.563 0.695 -0.132 -0.18
C -3.777 1.210 -0.471 -0.07
C -5.562 2.806 -3.779 -0.51
C -4.723 3.659 -4.478 -0.09
C -4.919 3.767 -5.849 -0.11
N -5.888 3.130 -6.504 0.09
C -6.712 2.353 -5.806 -0.10
C -6.586 2.144 -4.436 -0.07
H -2.876 2.276 -3.564 0.11
H -0.740 1.401 -2.753 0.10
H -2.451 0.169 0.811 0.11
H -4.620 1.109 0.202 0.12
H -3.969 4.261 -3.988 0.11
H -4.276 4.405 -6.444 0.12
H -7.508 1.870 -6.361 0.12
H -7.266 1.489 -3.909 0.11
```

The following is a DFT calculation (ωB97M-V with the def2-TZVPD basis set) of a structure of composition C50H42FeO8PS in a non-equilibrium geometry.

Its spin multiplicity is 2. For the total energy, the calculation gives -4535.6035 hartree. Its HOMO energy (alpha / beta) is -8.6 / -8.6 eV. As for the gap between HOMO and LUMO (alpha / beta): 6.4 / 7.3 eV. Its expectation value of S² is 0.871.

Structure (XYZ):
```
103
Properties=species:S:1:pos:R:3:mulliken_spin:R:1
Fe 1.595 0.196 0.165 1.13
O 5.035 1.125 -1.921 0.00
S 3.924 1.415 -1.069 0.00
O 2.591 1.268 -1.700 -0.01
O 3.875 0.672 0.211 0.01
C 4.018 3.108 -0.544 0.00
C 5.232 3.771 -0.546 0.00
C 5.287 5.072 -0.070 0.00
C 4.133 5.685 0.396 0.00
C 2.921 5.009 0.397 0.00
C 2.851 3.699 -0.068 -0.01
P 1.271 2.760 -0.133 -0.01
C 0.561 3.387 -1.684 -0.01
C 1.362 3.908 -2.699 0.00
C 0.788 4.329 -3.886 0.00
C -0.583 4.225 -4.078 0.00
C -1.378 3.669 -3.087 0.00
C -0.809 3.239 -1.899 0.00
C 0.338 3.573 1.214 -0.02
C 0.573 3.048 2.485 0.00
C -0.105 3.538 3.587 0.00
C -1.028 4.563 3.427 0.00
C -1.271 5.086 2.167 0.00
C -0.595 4.593 1.059 0.00
H 6.106 3.260 -0.926 0.00
H 6.226 5.610 -0.074 0.00
H 4.176 6.700 0.768 0.00
H 2.027 5.504 0.752 0.00
H 2.432 3.972 -2.567 0.00
H 1.414 4.735 -4.670 0.00
H -1.030 4.565 -5.003 0.00
H -2.443 3.556 -3.244 0.00
H -1.425 2.771 -1.142 -0.01
H 1.285 2.237 2.593 0.00
H 0.079 3.117 4.567 0.00
H -1.562 4.948 4.286 0.00
H -1.994 5.882 2.040 0.00
H -0.800 4.999 0.077 0.00
C -3.691 -3.537 -1.620 0.00
C -2.620 -3.669 -0.533 0.00
C -2.891 -4.891 0.325 0.00
O -1.338 -3.769 -1.144 0.00
C -0.671 -2.517 -1.121 0.01
C -1.723 -1.600 -0.407 0.01
O -2.556 -2.521 0.276 0.00
C -1.522 -0.333 0.497 0.00
O -0.385 0.405 0.224 -0.13
C -1.600 -0.725 2.004 0.00
C -0.445 -1.163 2.635 0.00
C -0.415 -1.425 3.997 0.00
C -1.559 -1.253 4.759 0.00
C -2.729 -0.847 4.137 0.00
C -2.753 -0.583 2.774 0.00
C -2.712 0.619 0.234 -0.05
C -3.926 0.228 -0.320 0.00
C -4.942 1.155 -0.519 0.00
C -4.768 2.481 -0.155 0.00
C -3.580 2.866 0.448 0.00
C -2.569 1.940 0.649 0.00
C 0.842 -2.757 -0.705 -0.04
O 1.401 -1.615 -0.180 0.13
C 1.535 -3.107 -2.041 0.02
C 2.460 -2.231 -2.594 0.00
C 3.037 -2.507 -3.827 0.00
C 2.689 -3.655 -4.517 0.00
C 1.765 -4.533 -3.967 0.00
C 1.189 -4.263 -2.735 0.00
C 1.029 -3.881 0.327 -0.01
C 0.216 -3.934 1.452 0.00
C 0.444 -4.871 2.448 0.00
C 1.498 -5.766 2.339 0.00
C 2.331 -5.701 1.233 0.00
C 2.102 -4.762 0.236 0.00
H -3.708 -4.450 -2.213 0.00
H -3.470 -2.698 -2.281 0.00
H -4.667 -3.388 -1.159 0.00
H -2.918 -5.773 -0.312 0.00
H -3.853 -4.770 0.823 0.00
H -2.113 -5.013 1.072 0.00
H -0.598 -2.135 -2.143 0.00
H -2.271 -1.206 -1.271 0.00
H 0.439 -1.307 2.039 0.01
H 0.505 -1.766 4.457 0.00
H -1.538 -1.429 5.827 0.00
H -3.633 -0.719 4.719 0.00
H -3.681 -0.258 2.327 0.00
H -4.120 -0.807 -0.569 0.00
H -5.878 0.829 -0.955 0.00
H -5.561 3.198 -0.324 0.00
H -3.440 3.891 0.773 0.00
H -1.650 2.223 1.142 0.00
H 2.726 -1.328 -2.065 0.00
H 3.757 -1.813 -4.242 0.00
H 3.133 -3.868 -5.481 0.00
H 1.486 -5.433 -4.501 0.00
H 0.460 -4.940 -2.310 0.00
H -0.608 -3.242 1.556 0.00
H -0.205 -4.897 3.315 0.00
H 1.675 -6.502 3.113 0.00
H 3.171 -6.378 1.147 0.00
H 2.768 -4.720 -0.614 0.00
O 3.104 -1.129 2.283 0.00
C 2.462 -0.245 2.054 -0.01
```